(1)
{
  "formula": "C48H64N3OP2PdSSi3",
  "method": "the ωB97M-V functional and the def2-TZVPD basis",
  "species": ["Pd", "C", "O", "Si", "C", "C", "C", "Si", "C", "C", "C", "Si", "C", "C", "C", "H", "H", "H", "H", "H", "H", "H", "H", "H", "H", "H", "H", "H", "H", "H", "H", "H", "H", "H", "H", "H", "H", "H", "H", "H", "H", "H", "C", "N", "C", "P", "C", "C", "C", "C", "C", "C", "C", "C", "C", "C", "C", "C", "C", "C", "C", "C", "C", "C", "P", "C", "C", "C", "C", "C", "C", "C", "C", "C", "C", "C", "C", "H", "H", "H", "H", "H", "H", "H", "H", "H", "H", "H", "H", "H", "H", "H", "H", "H", "H", "H", "H", "H", "H", "H", "H", "H", "H", "H", "H", "H", "C", "C", "C", "C", "N", "C", "S", "N", "C", "H", "H", "H", "H", "H", "H", "H", "H"],
  "xyz": [[0.075, -0.243, -0.273], [0.164, -0.216, 3.905], [0.464, -0.083, 2.532], [2.043, -0.074, 1.936], [2.859, 1.367, 2.854], [2.819, -1.576, 2.780], [2.260, -0.003, 0.123], [2.783, 1.573, -0.649], [1.736, 3.079, -0.218], [4.554, 2.061, -0.146], [2.866, 1.580, -2.529], [2.684, -1.583, -0.718], [4.511, -2.058, -0.432], [2.549, -1.661, -2.610], [1.869, -3.140, 0.007], [0.769, 0.452, 4.534], [0.315, -1.245, 4.251], [-0.888, 0.042, 4.057], [2.677, 1.295, 3.934], [2.508, 2.349, 2.518], [3.942, 1.326, 2.699], [2.806, -1.438, 3.869], [3.861, -1.699, 2.469], [2.280, -2.503, 2.551], [1.863, 3.405, 0.819], [0.683, 2.829, -0.372], [1.985, 3.922, -0.875], [4.609, 2.297, 0.922], [4.899, 2.943, -0.705], [5.253, 1.237, -0.344], [1.893, 1.371, -2.987], [3.592, 0.848, -2.897], [3.190, 2.575, -2.862], [5.196, -1.274, -0.783], [4.765, -2.990, -0.958], [4.700, -2.214, 0.636], [3.472, -1.295, -3.070], [1.718, -1.059, -2.988], [2.409, -2.703, -2.928], [2.573, -3.666, 0.667], [1.549, -3.846, -0.766], [0.999, -2.857, 0.598], [-3.702, 1.346, -0.230], [-3.957, 0.103, 0.487], [-3.617, -1.130, -0.207], [-1.808, -1.649, -0.054], [-1.946, -2.691, 1.465], [-2.507, -2.157, 2.628], [-2.507, -2.870, 3.821], [-1.929, -4.129, 3.882], [-1.362, -4.673, 2.737], [-1.370, -3.964, 1.542], [-1.887, -2.989, -1.345], [-2.927, -3.916, -1.422], [-2.949, -4.894, -2.411], [-1.917, -4.968, -3.337], [-0.866, -4.062, -3.266], [-0.858, -3.077, -2.281], [-4.945, 0.112, 1.484], [-5.982, -0.825, 1.528], [-6.930, -0.787, 2.542], [-6.882, 0.190, 3.526], [-5.859, 1.129, 3.486], [-4.898, 1.087, 2.489], [-1.923, 1.938, -0.223], [-1.992, 3.012, 1.284], [-1.005, 2.820, 2.249], [-0.987, 3.587, 3.411], [-1.954, 4.558, 3.618], [-2.942, 4.764, 2.658], [-2.958, 3.999, 1.503], [-2.109, 3.266, -1.504], [-2.688, 3.017, -2.753], [-2.665, 3.969, -3.763], [-2.043, 5.193, -3.560], [-1.455, 5.457, -2.331], [-1.491, 4.507, -1.318], [-4.329, 2.124, 0.198], [-4.004, 1.224, -1.276], [-3.824, -1.041, -1.282], [-4.218, -1.941, 0.191], [-2.936, -1.163, 2.610], [-2.952, -2.430, 4.707], [-1.908, -4.678, 4.817], [-0.906, -5.656, 2.771], [-0.924, -4.407, 0.660], [-3.726, -3.895, -0.687], [-3.763, -5.609, -2.447], [-1.922, -5.742, -4.098], [-0.038, -4.127, -3.966], [-0.049, -2.362, -2.212], [-6.057, -1.586, 0.762], [-7.724, -1.523, 2.550], [-7.627, 0.217, 4.312], [-5.788, 1.891, 4.254], [-4.080, 1.800, 2.488], [-0.262, 2.050, 2.079], [-0.212, 3.422, 4.152], [-1.938, 5.162, 4.516], [-3.698, 5.526, 2.811], [-3.722, 4.185, 0.755], [-3.143, 2.056, -2.963], [-3.124, 3.744, -4.720], [-2.000, 5.925, -4.358], [-0.961, 6.405, -2.154], [-1.021, 4.736, -0.369], [-0.328, -2.726, -6.825], [-0.154, -1.334, -6.311], [0.345, -0.298, -7.039], [0.494, 0.952, -6.379], [0.156, 1.147, -5.136], [-0.392, 0.125, -4.400], [-0.809, 0.206, -2.803], [-0.506, -1.108, -5.040], [1.088, 2.123, -7.102], [-0.138, -2.763, -7.894], [-1.339, -3.085, -6.628], [0.367, -3.401, -6.321], [0.639, -0.435, -8.069], [-0.849, -1.862, -4.454], [1.200, 1.929, -8.168], [2.067, 2.349, -6.675], [0.460, 3.000, -6.947]],
  "relative_energy_kj_mol": 23.9,
  "lumo_energy_ev": 2.13,
  "total_charge": -1,
  "gap_ha": 0.19349
}

(2)
{
  "formula": "C54H39BCl5F2N7NaO4S",
  "method": "the ωB97M-V functional and the def2-TZVPD basis",
  "species": ["Na", "Cl", "C", "Cl", "H", "H", "F", "C", "C", "C", "C", "C", "F", "C", "C", "C", "C", "C", "C", "N", "H", "H", "H", "H", "H", "H", "C", "O", "C", "C", "C", "C", "C", "C", "C", "N", "C", "C", "N", "C", "C", "C", "C", "N", "C", "C", "N", "C", "C", "C", "C", "H", "H", "H", "H", "H", "H", "H", "H", "H", "H", "H", "H", "H", "H", "O", "B", "O", "C", "C", "C", "C", "C", "C", "H", "H", "H", "H", "Cl", "C", "C", "C", "C", "C", "C", "N", "C", "C", "N", "C", "O", "C", "C", "C", "Cl", "S", "C", "C", "C", "Cl", "C", "H", "H", "H", "H", "H", "H", "H", "H", "H", "H", "H", "H", "H"],
  "xyz": [[0.442, -0.663, -1.777], [3.069, -1.976, -2.373], [2.755, -2.787, -0.835], [1.060, -3.311, -0.748], [2.912, -2.073, -0.034], [3.389, -3.658, -0.757], [-3.360, 3.024, -2.234], [-2.304, 2.648, -2.998], [-2.064, 1.310, -3.211], [-0.969, 0.944, -3.989], [-0.134, 1.936, -4.552], [-0.433, 3.267, -4.304], [0.345, 4.238, -4.826], [-1.507, 3.648, -3.530], [0.958, 1.346, -5.295], [2.021, 1.912, -5.975], [3.010, 1.107, -6.523], [2.908, -0.319, -6.371], [1.844, -0.847, -5.718], [0.862, -0.055, -5.178], [-2.721, 0.573, -2.761], [-1.718, 4.692, -3.342], [2.075, 2.991, -6.044], [3.851, 1.538, -7.052], [3.675, -0.975, -6.762], [1.724, -1.915, -5.575], [6.960, 9.250, 5.865], [6.148, 8.237, 6.428], [5.643, 7.317, 5.564], [4.845, 6.326, 6.119], [4.290, 5.350, 5.311], [4.517, 5.335, 3.934], [5.315, 6.335, 3.397], [5.877, 7.323, 4.196], [3.946, 4.312, 3.040], [4.065, 4.305, 1.738], [3.385, 3.184, 1.310], [2.852, 2.509, 2.375], [3.225, 3.239, 3.479], [2.106, 1.283, 2.277], [1.579, 0.591, 3.346], [0.861, -0.617, 3.106], [0.744, -1.043, 1.797], [1.249, -0.413, 0.732], [1.930, 0.787, 0.947], [2.436, 1.493, -0.178], [2.187, 0.982, -1.432], [2.713, 1.606, -2.479], [3.474, 2.771, -2.412], [3.701, 3.328, -1.154], [3.197, 2.700, -0.033], [7.274, 9.885, 6.687], [6.406, 9.850, 5.140], [7.843, 8.831, 5.377], [4.667, 6.339, 7.189], [3.662, 4.596, 5.772], [5.488, 6.326, 2.328], [6.493, 8.086, 3.741], [2.995, 3.022, 4.431], [1.708, 0.968, 4.357], [0.417, -1.192, 3.911], [0.196, -1.964, 1.587], [2.518, 1.154, -3.450], [3.857, 3.222, -3.319], [4.273, 4.242, -1.032], [-1.422, -1.067, -5.569], [-0.471, -0.490, -4.546], [-0.295, -1.636, -3.568], [-1.141, -2.628, -3.954], [-1.340, -3.856, -3.363], [-2.295, -4.719, -3.924], [-2.999, -4.348, -5.057], [-2.764, -3.110, -5.677], [-1.823, -2.266, -5.121], [-0.768, -4.153, -2.492], [-2.476, -5.685, -3.466], [-3.738, -5.022, -5.478], [-3.290, -2.813, -6.578], [0.584, -6.711, 0.626], [-0.860, -5.785, 0.892], [-0.830, -4.693, 1.738], [-1.991, -3.964, 1.935], [-3.185, -4.308, 1.307], [-4.423, -3.459, 1.509], [-4.639, -2.482, 0.364], [-3.507, -1.602, 0.169], [-3.151, -0.504, 0.931], [-2.004, -0.029, 0.372], [-1.651, -0.798, -0.722], [-2.579, -1.721, -0.818], [-4.326, -2.692, 2.694], [-4.714, -3.407, 3.860], [-6.189, -3.696, 3.886], [-7.142, -2.732, 3.970], [-6.876, -1.048, 4.112], [-8.731, -3.368, 3.924], [-8.138, -4.967, 3.795], [-6.783, -4.993, 3.787], [-3.173, -5.409, 0.462], [-4.629, -5.908, -0.358], [-2.025, -6.152, 0.242], [0.096, -4.407, 2.221], [-1.981, -3.086, 2.571], [-5.305, -4.103, 1.551], [-5.532, -1.895, 0.579], [-4.795, -3.036, -0.559], [-3.722, -0.202, 1.794], [-1.402, 0.813, 0.684], [-2.643, -2.484, -1.587], [-4.429, -2.776, 4.699], [-4.157, -4.347, 3.934], [-8.831, -5.794, 3.725], [-6.204, -5.907, 3.703], [-2.040, -7.002, -0.426]],
  "relative_energy_kj_mol": 0.0,
  "lumo_energy_ev": [1.60, 1.60],
  "total_charge": -1,
  "gap_ha": [0.14969, 0.12865]
}

(3)
{
  "formula": "C19H43InP3S2",
  "method": "the ωB97M-V functional and the def2-TZVPD basis",
  "species": ["In", "P", "P", "P", "H", "C", "C", "H", "C", "C", "C", "C", "C", "C", "C", "C", "C", "H", "H", "H", "H", "H", "H", "H", "H", "H", "H", "H", "H", "H", "H", "H", "H", "H", "H", "H", "H", "H", "H", "H", "H", "H", "H", "H", "H", "H", "C", "C", "C", "C", "C", "C", "S", "H", "H", "H", "H", "H", "H", "C", "S", "C", "H", "H", "H", "H", "H", "H"],
  "xyz": [[0.182, 0.505, -0.376], [2.140, 0.933, 1.299], [-2.268, 2.499, 1.282], [0.870, 1.953, -2.419], [-0.269, -4.524, 2.408], [0.352, -4.072, 1.631], [1.628, -3.725, 1.865], [2.054, -3.798, 2.868], [2.217, -0.202, 2.721], [2.194, 2.608, 2.011], [3.770, 0.734, 0.503], [-3.609, 1.568, 0.540], [-1.848, 1.808, 2.883], [-2.738, 4.223, 1.438], [2.398, 1.356, -3.212], [1.179, 3.718, -2.088], [-0.356, 1.923, -3.765], [-0.059, -4.034, 0.617], [2.283, -3.414, 1.048], [2.068, -1.245, 2.406], [1.437, 0.057, 3.450], [3.202, -0.108, 3.202], [1.377, 2.740, 2.734], [2.089, 3.362, 1.219], [3.158, 2.755, 2.520], [3.931, -0.310, 0.202], [4.544, 1.031, 1.227], [3.849, 1.371, -0.389], [-4.567, 1.968, 0.904], [-3.534, 0.502, 0.796], [-3.573, 1.674, -0.552], [-2.694, 1.955, 3.570], [-0.962, 2.313, 3.292], [-1.632, 0.732, 2.801], [-3.815, 4.303, 1.638], [-2.509, 4.750, 0.502], [-2.177, 4.699, 2.253], [2.384, 1.656, -4.270], [2.455, 0.261, -3.145], [3.281, 1.788, -2.722], [1.318, 4.255, -3.037], [2.079, 3.841, -1.469], [0.322, 4.152, -1.554], [0.101, 2.310, -4.687], [-1.221, 2.544, -3.496], [-0.699, 0.893, -3.935], [0.466, -2.343, -2.431], [-0.879, -2.017, -2.709], [-1.553, -2.669, -3.743], [-0.927, -3.689, -4.472], [0.400, -4.041, -4.177], [1.093, -3.376, -3.172], [1.409, -1.568, -1.209], [-1.112, 2.430, 0.427], [-1.377, -1.257, -2.102], [-2.581, -2.389, -3.976], [-1.467, -4.214, -5.262], [0.893, -4.839, -4.732], [2.122, -3.631, -2.921], [-0.865, -2.072, 3.766], [-1.170, -1.865, 2.000], [-2.846, -2.515, 1.931], [0.201, -1.924, 3.969], [-1.160, -3.082, 4.075], [-1.451, -1.322, 4.313], [-2.864, -3.529, 2.344], [-3.520, -1.856, 2.490], [-3.142, -2.543, 0.877]],
  "relative_energy_kj_mol": 0.0,
  "lumo_energy_ev": [-11.60, -11.60],
  "total_charge": 3,
  "gap_ha": [0.14569, 0.14550]
}

(4)
{
  "formula": "C14H14BBrN3O10P",
  "method": "the ωB97M-V functional and the def2-TZVPD basis",
  "species": ["C", "B", "O", "C", "C", "Br", "C", "O", "C", "C", "O", "N", "O", "C", "C", "N", "C", "P", "N", "O", "O", "C", "C", "O", "H", "H", "H", "H", "H", "H", "H", "H", "H", "H", "O", "C", "O", "C", "C", "O", "H", "H", "H", "H"],
  "xyz": [[-5.002, -3.000, 3.014], [-4.695, -2.434, 1.540], [-5.438, -3.004, 0.482], [-3.575, -1.300, 1.223], [-3.557, -0.133, 1.918], [-4.788, 0.367, 3.330], [-2.460, 0.933, 1.558], [-2.680, 2.076, 1.875], [-1.188, 0.487, 0.799], [0.003, 1.349, 0.880], [0.020, 2.520, 1.641], [0.922, 3.440, 1.140], [1.379, 4.068, 2.024], [1.176, 0.934, 0.137], [1.181, -0.313, -0.647], [2.425, -0.601, -1.319], [-0.010, -1.192, -0.735], [-0.012, -2.764, -1.759], [-1.068, -2.696, -2.923], [-0.228, -4.042, -0.730], [1.495, -2.995, -2.499], [-1.209, -0.763, 0.030], [-2.536, -1.578, 0.072], [-2.849, -2.401, -0.743], [-6.026, -2.629, 3.322], [-4.298, -2.622, 3.799], [-5.086, -4.126, 3.036], [-5.522, -3.945, 0.721], [2.109, 1.547, 0.183], [2.381, -0.385, -2.314], [2.746, -1.548, -1.135], [-0.596, -2.778, -3.830], [0.068, -3.822, 0.178], [1.272, -3.599, -3.236], [3.468, 2.107, -2.957], [3.955, 2.813, -2.134], [3.893, 2.586, -0.792], [4.778, 3.511, -0.164], [4.866, 4.624, -1.172], [4.646, 3.950, -2.408], [4.377, 3.845, 0.792], [5.739, 3.021, 0.005], [4.086, 5.376, -1.035], [5.838, 5.117, -1.166]],
  "smiles": "CB(O)C1=C(Br)C(=O)c2c(ON=O)cc(N)c(P(=N)(O)O)c2C1=O.O=C1OCCO1",
  "relative_energy_kj_mol": 193.9,
  "lumo_energy_ev": -1.25,
  "total_charge": 0,
  "gap_ha": 0.28026
}

(5)
{
  "formula": "C27H38AsBN12OS5W",
  "method": "the ωB97M-V functional and the def2-TZVPD basis",
  "species": ["W", "C", "C", "C", "C", "N", "N", "B", "N", "C", "C", "C", "C", "N", "N", "C", "C", "C", "C", "N", "N", "C", "C", "C", "C", "N", "H", "H", "H", "H", "H", "H", "H", "H", "H", "H", "H", "H", "H", "H", "H", "H", "H", "H", "H", "H", "S", "As", "S", "S", "S", "C", "N", "C", "C", "S", "N", "C", "C", "H", "H", "H", "H", "H", "H", "H", "H", "H", "H", "H", "H", "N", "C", "O", "C", "C", "C", "C", "N", "C", "H", "H", "H", "H", "H", "H"],
  "xyz": [[-1.609, -0.492, -1.021], [-4.800, -1.654, 0.634], [-3.481, -1.933, 1.271], [-3.274, -2.521, 2.514], [-1.907, -2.520, 2.703], [-1.330, -1.968, 1.634], [-2.287, -1.590, 0.742], [0.192, -1.705, 1.409], [0.589, -2.282, 0.029], [1.634, -3.045, -0.301], [1.584, -3.315, -1.650], [0.464, -2.648, -2.127], [0.032, -2.555, -3.545], [-0.148, -2.022, -1.093], [0.403, -0.174, 1.348], [1.131, 0.662, 2.095], [0.979, 1.940, 1.593], [0.130, 1.813, 0.496], [-0.286, 2.898, -0.436], [-0.222, 0.524, 0.354], [0.948, -2.402, 2.508], [1.053, -3.750, 2.674], [1.488, -3.984, 3.948], [1.613, -2.701, 4.529], [2.067, -2.352, 5.909], [1.271, -1.762, 3.666], [-5.503, -2.441, 0.897], [-4.738, -1.592, -0.448], [-5.207, -0.713, 1.012], [-4.027, -2.906, 3.180], [-1.311, -2.885, 3.524], [2.351, -3.343, 0.444], [2.286, -3.886, -2.231], [0.728, -3.117, -4.163], [0.049, -1.517, -3.881], [-0.971, -2.956, -3.690], [1.684, 0.280, 2.935], [1.441, 2.843, 1.952], [-0.067, 3.865, 0.012], [-1.347, 2.862, -0.681], [0.276, 2.818, -1.368], [0.791, -4.438, 1.887], [1.697, -4.937, 4.404], [2.246, -3.252, 6.493], [1.317, -1.751, 6.423], [2.992, -1.776, 5.879], [-2.149, -0.832, -5.940], [-2.752, -0.206, -4.030], [-1.132, 0.830, -2.858], [-3.186, -1.666, -2.470], [-4.279, 1.043, -4.713], [4.634, 1.050, -0.319], [4.402, 1.746, -1.573], [4.866, 3.129, -1.583], [3.431, 1.317, -2.423], [2.269, 0.192, -1.958], [3.440, 1.866, -3.664], [4.690, 2.186, -4.347], [2.308, 1.672, -4.553], [5.625, 1.325, 0.043], [4.591, -0.024, -0.472], [3.887, 1.321, 0.434], [4.677, 3.572, -0.602], [4.324, 3.706, -2.326], [5.936, 3.199, -1.789], [5.540, 1.884, -3.743], [4.771, 3.250, -4.575], [4.726, 1.631, -5.286], [1.376, 1.781, -4.005], [2.323, 0.680, -5.014], [2.356, 2.431, -5.334], [-2.574, 2.376, 3.705], [-3.807, 2.502, 3.145], [-4.788, 2.864, 3.752], [-3.915, 2.133, 1.687], [-4.968, 2.643, 0.935], [-5.067, 2.282, -0.396], [-4.138, 1.409, -0.930], [-3.124, 0.906, -0.211], [-3.028, 1.269, 1.083], [-2.481, 2.682, 4.660], [-1.738, 2.333, 3.146], [-5.687, 3.297, 1.411], [-5.860, 2.655, -1.027], [-4.197, 1.122, -1.971], [-2.223, 0.826, 1.648]],
  "s_squared": 3.786,
  "relative_energy_kj_mol": 0.0,
  "lumo_energy_ev": [-4.37, -4.75],
  "total_charge": 1,
  "gap_ha": [0.22067, 0.20662],
  "multiplicity": 4
}

(6)
{
  "formula": "C7H17NO",
  "method": "the ωB97M-V functional and the def2-TZVPD basis",
  "species": ["C", "C", "C", "N", "C", "C", "C", "C", "O", "H", "H", "H", "H", "H", "H", "H", "H", "H", "H", "H", "H", "H", "H", "H", "H", "H"],
  "xyz": [[0.193, -3.020, 0.601], [0.581, -1.560, 0.785], [-0.498, -0.563, -0.043], [-1.766, -0.468, 0.622], [0.189, 0.764, -0.232], [1.402, 0.688, -1.150], [0.529, 1.506, 1.054], [-0.965, 1.681, -1.042], [-0.425, 2.951, -1.342], [-0.817, -3.213, 0.966], [0.873, -3.678, 1.141], [0.234, -3.295, -0.453], [0.525, -1.284, 1.840], [1.613, -1.418, 0.469], [-0.666, -1.025, -1.020], [-2.247, -1.358, 0.628], [-1.663, -0.151, 1.579], [1.638, 1.690, -1.502], [2.274, 0.302, -0.626], [1.203, 0.050, -2.009], [-0.320, 1.545, 1.732], [1.369, 1.039, 1.562], [0.804, 2.528, 0.802], [-1.274, 1.157, -1.955], [-1.824, 1.781, -0.372], [-0.961, 3.350, -2.034]],
  "smiles": "CC[C@@H](N)C(C)(C)CO",
  "relative_energy_kj_mol": 114.6,
  "lumo_energy_ev": 0.88,
  "total_charge": 0,
  "gap_ha": 0.35334
}